127
Properties=species:S:1:pos:R:3:lowdin_charge:R:1 method="wB97M-V/def2-TZVPD" gap_ev=6.2 charge=+1 max_force_ev_per_a=5.57
C 1.489 -0.518 2.991 -0.040
C 0.004 -1.059 2.612 -0.322
N -0.072 -2.336 2.310 0.140
C -1.277 -0.041 2.653 -0.057
C -2.027 0.058 1.224 -0.191
C -1.527 1.210 0.154 -0.364
C -0.044 0.742 -0.204 -0.196
C 0.707 1.552 -1.378 -0.046
C 2.300 1.435 -1.344 -0.277
F 2.821 2.178 -2.465 0.065
F 2.841 2.100 -0.184 0.034
C 2.918 -0.031 -1.356 -0.166
F 2.580 -0.826 -0.200 0.065
F 4.343 0.165 -1.205 0.070
C 2.772 -0.847 -2.740 -0.180
F 1.865 -0.264 -3.668 0.084
F 4.043 -0.846 -3.413 0.098
C 2.354 -2.383 -2.581 -0.174
F 1.118 -2.587 -1.886 0.061
F 2.100 -2.857 -3.918 0.078
C 3.474 -3.358 -1.972 -0.196
F 4.545 -2.713 -1.315 0.103
F 3.994 -4.140 -3.036 0.102
C 2.884 -4.435 -0.899 -0.290
F 2.471 -3.810 0.311 0.089
F 4.019 -5.238 -0.535 0.055
F 1.926 -5.299 -1.451 0.128
P -1.356 2.899 1.104 0.676
O -1.361 4.241 0.063 -0.354
Cl 0.592 3.100 1.993 0.277
C -2.701 1.087 -0.992 -0.101
C -2.347 0.194 -2.309 -0.053
C -2.640 0.686 -3.787 0.036
C -2.290 -0.287 -4.910 -0.017
C -1.670 -1.675 -4.673 -0.068
N -1.387 -2.102 -3.358 0.044
C -1.706 -1.208 -2.313 -0.102
C -3.481 2.379 -1.482 -0.330
F -2.698 3.284 -2.284 0.067
F -3.998 3.242 -0.462 -0.022
F -4.695 2.103 -2.209 0.079
C -3.871 0.226 -0.204 -0.144
F -4.503 -0.574 -1.212 0.019
N -3.488 -0.401 1.132 -0.132
C -3.735 -1.904 1.296 -0.061
C -3.217 -2.917 0.190 -0.140
O -3.619 -4.257 0.678 -0.102
C -4.692 -4.782 -0.113 -0.217
O -4.365 -5.501 -1.087 0.086
C -4.502 0.107 2.135 -0.651
I -4.478 2.212 2.650 0.914
C -4.655 -0.571 3.589 -0.730
C -6.060 -1.407 3.746 -0.171
I -4.798 0.890 5.265 0.757
H 1.731 -0.732 4.088 0.098
H 2.202 -1.193 2.379 0.085
H 1.658 0.562 2.669 0.038
H -1.063 -2.571 2.126 0.021
H -0.848 0.941 3.040 0.081
H -1.922 -0.458 3.498 0.113
H -1.531 -0.863 0.713 0.121
H 0.689 0.740 0.694 0.078
H 0.066 -0.360 -0.550 0.110
H 0.497 2.673 -1.407 0.123
H 0.260 1.139 -2.365 0.133
H -0.896 4.114 -0.788 0.048
H -3.130 1.677 -4.028 0.103
H -2.523 0.024 -5.989 0.109
H -1.471 -2.329 -5.601 0.129
H -1.408 -1.617 -1.275 0.082
H -4.747 0.962 -0.030 0.146
H -4.869 -2.127 1.362 0.156
H -3.168 -2.313 2.222 0.155
H -3.626 -2.850 -0.861 0.131
H -2.062 -2.961 0.253 0.131
H -5.764 -4.574 0.215 0.165
H -5.542 -0.075 1.653 0.120
H -3.849 -1.272 3.957 0.056
H -5.824 -2.434 4.213 0.099
H -6.565 -1.614 2.743 0.075
H -6.797 -0.865 4.449 0.051
C 11.482 -7.280 0.817 -0.112
O 10.528 -6.266 0.572 -0.209
C 10.890 -5.407 -0.505 -0.191
C 9.651 -4.929 -1.256 -0.173
O 9.052 -5.920 -2.095 -0.127
C 8.426 -7.026 -1.442 -0.172
C 7.122 -6.678 -0.729 -0.187
O 7.366 -5.918 0.449 -0.191
C 6.414 -4.889 0.646 -0.114
H 12.386 -6.851 1.265 0.089
H 11.044 -7.997 1.515 0.089
H 11.733 -7.816 -0.104 0.086
H 11.558 -5.919 -1.204 0.124
H 11.414 -4.546 -0.076 0.126
H 9.963 -4.129 -1.934 0.126
H 8.913 -4.492 -0.584 0.112
H 9.127 -7.537 -0.780 0.115
H 8.189 -7.738 -2.238 0.127
H 6.623 -7.604 -0.422 0.128
H 6.467 -6.140 -1.423 0.117
H 6.308 -4.276 -0.255 0.073
H 6.773 -4.245 1.451 0.096
H 5.452 -5.315 0.930 0.075
C -4.401 6.017 -0.905 -0.112
O -5.132 6.931 -0.114 -0.191
C -5.378 6.454 1.204 -0.191
C -5.385 7.606 2.205 -0.169
O -4.089 8.127 2.511 -0.127
C -3.412 8.828 1.465 -0.173
C -4.010 10.193 1.135 -0.191
O -5.253 10.060 0.456 -0.206
C -6.211 11.017 0.871 -0.109
H -5.029 5.159 -1.169 0.079
H -4.093 6.529 -1.819 0.099
H -3.498 5.681 -0.385 0.063
H -4.618 5.725 1.503 0.108
H -6.360 5.966 1.199 0.127
H -5.770 7.218 3.154 0.126
H -6.063 8.403 1.901 0.116
H -3.313 8.203 0.576 0.113
H -2.396 8.991 1.835 0.127
H -3.329 10.731 0.466 0.127
H -4.120 10.770 2.060 0.125
H -6.309 11.025 1.962 0.087
H -7.178 10.734 0.450 0.090
H -5.938 12.010 0.507 0.089